# CH9N4

A 2-piece molecular cluster, CH9N4 overall (wB97M-V/def2-TZVPD, the Open Molecules 2025 dataset).

Summary:
Net charge = +1
Orbital gap = 0.36355 Eh
LUMO = -4.10 eV
E_tot = -262.1447 Ha
Energy above the lowest of the compared OMol25 structures with the same formula, charge and spin = 125.3 kcal/mol

Each line ends with the Löwdin charge.
Cartesian coordinates (Å):
C: 1.2531 0.6030 -0.5263  -0.091
N: 2.0522 -0.2313 0.1474  0.192
N: -1.9130 0.3186 -0.1573  0.009
N: 0.0477 0.4043 -1.0692  0.024
N: -0.8223 -0.5258 -0.5568  -0.203
H: -0.2677 -0.5343 2.0222  0.085
H: 1.6196 1.6050 -0.5296  0.153
H: 2.7891 0.1367 0.7401  0.146
H: -1.0767 -1.4713 -1.0555  0.207
H: -1.9594 0.1503 0.8826  0.076
H: -2.8737 0.0702 -0.5303  0.132
H: -0.5178 1.2381 -1.0213  0.138
H: -0.0863 -0.6075 1.2747  0.023
H: 1.7552 -1.1562 0.3793  0.108

***

# C4H10NO2

An isolated ion of composition C4H10NO2 and charge -1 (wB97M-V/def2-TZVPD, the Open Molecules 2025 dataset).

Summary:
Net charge = -1
Orbital gap = 0.23687 Eh
LUMO = 3.84 eV
E_tot = -363.5623 Ha
Structure (SMILES) = CN[C@H](C[O-])CO
Energy above the lowest of the compared OMol25 structures with the same formula, charge and spin = 101.7 kcal/mol

Each line ends with the Löwdin charge.
Cartesian coordinates (Å):
C: 1.1293 -1.7557 -0.1134  -0.120
N: -0.1493 -1.2543 -0.7926  -0.112
C: -0.5077 -0.0105 -0.2163  -0.423
C: -0.5961 -0.0297 1.3091  -0.317
O: -1.5175 0.9117 1.8354  -0.173
C: 0.5193 1.1071 -0.5251  -0.530
O: 0.9111 0.9396 -1.7798  -0.341
H: 1.1320 -1.6597 0.9862  0.058
H: 1.1477 -2.8273 -0.5462  0.078
H: 1.9344 -1.1900 -0.6443  0.070
H: 0.0518 -1.0509 -1.8170  0.110
H: -1.5370 0.2558 -0.5315  0.139
H: -0.8264 -0.9697 1.7695  0.098
H: 0.4020 0.3056 1.6870  0.095
H: -1.1604 1.9719 1.6044  0.191
H: 0.0038 2.1104 -0.2848  0.080
H: 1.4801 1.1562 0.1549  0.099

***

# C4H6

One molecule with the formula C4H6 (wB97M-V/def2-TZVPD, the Open Molecules 2025 dataset).

Summary:
Net charge = 0
Orbital gap = 0.35435 Eh
LUMO = 0.88 eV
E_tot = -155.9176 Ha
Structure (SMILES) = C=CC=C
Energy above the lowest of the compared OMol25 structures with the same formula, charge and spin = 28.3 kcal/mol

Each line ends with the Löwdin charge.
Cartesian coordinates (Å):
C: 0.3040 -0.5138 -1.7939  -0.032
C: -0.4256 -0.3237 -0.6265  -0.178
C: 0.3413 0.3698 0.5712  -0.192
C: -0.2992 0.5330 1.7718  -0.040
H: 1.3593 -0.5520 -1.5769  0.029
H: 0.0142 -0.5591 -2.8686  0.060
H: -1.5988 -0.5238 -0.5194  0.127
H: 1.4763 0.6248 0.4381  0.122
H: 0.1662 0.8121 2.7310  0.049
H: -1.3377 0.1328 1.8733  0.056

***

# C44H69BiClFN2O3Se

C44H69BiClFN2O3Se as an isolated structure (wB97M-V/def2-TZVPD, the Open Molecules 2025 dataset).

Summary:
Net charge = -2
Orbital gap = 0.21376 Eh
LUMO = 4.03 eV
E_tot = -5229.4774 Ha
Energy above the lowest of the compared OMol25 structures with the same formula, charge and spin = 0.0 kcal/mol

Each line ends with the Löwdin charge.
Cartesian coordinates (Å):
Bi: -1.1872 0.4450 0.0447  1.582
C: -0.7275 -2.6658 -2.0471  -0.128
N: 0.2635 -1.7851 -1.4664  -0.306
C: 0.7016 -0.7743 -2.4191  -0.133
C: 1.3785 -2.5349 -0.9261  -0.216
C: 2.3589 -1.6712 -0.1463  -0.195
N: 1.7323 -0.8186 0.8399  -0.148
C: 2.6963 0.1035 1.4458  -0.123
C: 3.5771 0.8063 0.4428  -0.150
C: 4.9502 0.6732 0.5481  -0.014
C: 5.8291 1.3201 -0.3180  -0.202
C: 5.2435 2.0880 -1.3238  -0.022
C: 3.8748 2.2408 -1.5025  -0.089
C: 2.9760 1.6392 -0.5546  -0.354
O: 1.7120 1.8171 -0.5649  -0.168
C: 3.3920 3.1522 -2.6446  -0.533
C: 4.2436 2.9405 -3.9099  -0.077
C: 3.5331 4.6142 -2.1931  -0.051
C: 1.9355 2.9237 -3.0718  -0.062
C: 7.3495 1.2501 -0.1931  -0.568
C: 7.7914 0.3085 0.9287  -0.083
C: 7.9107 2.6471 0.1149  -0.061
C: 7.9727 0.7443 -1.5027  -0.064
C: 1.0200 -1.6324 1.8264  -0.157
C: 0.7577 -1.0337 3.1826  -0.137
C: 1.3928 -1.6341 4.2623  -0.005
C: 1.1815 -1.2272 5.5702  -0.190
C: 0.2770 -0.1866 5.7424  -0.016
C: -0.3958 0.4543 4.7094  -0.071
C: -0.1429 0.0480 3.3655  -0.306
O: -0.6980 0.6780 2.3584  -0.383
C: -1.3898 1.5501 5.1440  -0.519
C: -0.6358 2.6475 5.9142  -0.053
C: -2.1600 2.2416 4.0172  -0.100
C: -2.4463 0.9118 6.0646  -0.056
C: 1.8772 -1.8488 6.7786  -0.563
C: 0.8311 -2.3753 7.7727  -0.060
C: 2.7424 -0.7886 7.4754  -0.056
C: 2.7823 -3.0164 6.3827  -0.080
H: -0.3444 -3.1965 -2.9400  0.081
H: -1.6005 -2.0784 -2.3284  0.065
H: -1.0292 -3.4168 -1.3136  0.074
H: 1.3403 -1.2175 -3.2063  0.089
H: 1.2557 0.0140 -1.9054  0.047
H: -0.1752 -0.3214 -2.8782  0.067
H: 1.9542 -3.0221 -1.7394  0.118
H: 0.9826 -3.3380 -0.2986  0.106
H: 2.9129 -1.0402 -0.8402  0.112
H: 3.1014 -2.3508 0.3251  0.125
H: 3.3567 -0.4384 2.1472  0.120
H: 2.1302 0.8317 2.0319  0.125
H: 5.3307 0.0325 1.3371  0.095
H: 5.9062 2.6073 -2.0090  0.089
H: 5.2825 3.2473 -3.7812  0.060
H: 3.8274 3.5296 -4.7324  0.071
H: 4.2343 1.8881 -4.2014  0.085
H: 4.5701 4.8430 -1.9344  0.074
H: 2.9156 4.7904 -1.3104  0.089
H: 3.2104 5.2993 -2.9849  0.073
H: 1.7834 1.8965 -3.4115  0.079
H: 1.7049 3.5988 -3.9038  0.074
H: 1.2414 3.0971 -2.2569  0.072
H: 7.4310 0.6528 1.8994  0.081
H: 8.8840 0.2670 0.9666  0.073
H: 7.4167 -0.7039 0.7662  0.082
H: 7.4825 3.0263 1.0444  0.086
H: 7.6585 3.3524 -0.6786  0.072
H: 9.0015 2.6189 0.2168  0.071
H: 7.5961 -0.2529 -1.7390  0.085
H: 9.0641 0.6956 -1.4206  0.071
H: 7.7233 1.3999 -2.3380  0.070
H: 1.5873 -2.5644 2.0008  0.113
H: 0.0682 -1.9393 1.3829  0.089
H: 2.0780 -2.4458 4.0473  0.096
H: 0.0771 0.1472 6.7552  0.091
H: 0.1197 3.1006 5.2695  0.091
H: -0.1364 2.2665 6.8071  0.065
H: -1.3353 3.4298 6.2245  0.076
H: -1.5106 2.7948 3.3445  0.056
H: -2.8624 2.9523 4.4669  0.083
H: -2.7276 1.5290 3.4227  0.017
H: -2.0057 0.4741 6.9625  0.065
H: -2.9749 0.1228 5.5261  0.084
H: -3.1760 1.6655 6.3755  0.075
H: 0.2246 -1.5636 8.1765  0.071
H: 1.3162 -2.8866 8.6105  0.073
H: 0.1591 -3.0780 7.2767  0.087
H: 2.1306 0.0415 7.8319  0.073
H: 3.4770 -0.3833 6.7775  0.088
H: 3.2725 -1.2181 8.3320  0.074
H: 2.2160 -3.8020 5.8791  0.083
H: 3.2405 -3.4465 7.2776  0.074
H: 3.5825 -2.6907 5.7159  0.082
O: 0.3833 3.2436 1.7399  -0.104
H: 0.8579 2.8928 0.9650  -0.003
H: -0.0607 2.4573 2.1017  -0.033
F: -2.2507 0.0477 -1.8581  -0.612
Cl: -3.1973 -1.3741 2.3043  0.433
C: -2.5234 -1.3446 0.6377  -0.800
H: -3.3595 -1.2895 -0.0541  -0.024
H: -2.0015 -2.2903 0.5033  -0.033
C: -4.6154 5.4118 -4.3294  -0.073
C: -4.2338 4.5840 -3.1286  -0.293
C: -4.7366 3.3046 -2.9466  -0.033
C: -4.4093 2.5366 -1.8317  -0.299
C: -4.9746 1.1512 -1.7036  -0.103
C: -3.5503 3.0727 -0.8635  -0.506
Se: -3.1874 2.0825 0.7535  0.674
C: -3.0252 4.3622 -1.0296  -0.296
C: -2.1182 5.0022 -0.0144  -0.083
C: -3.3798 5.0926 -2.1617  -0.038
H: -5.0768 4.7952 -5.1019  0.064
H: -3.7418 5.9030 -4.7621  0.069
H: -5.3286 6.1944 -4.0559  0.070
H: -5.4002 2.8810 -3.6952  0.102
H: -5.6790 0.9504 -2.5137  0.065
H: -5.4804 1.0278 -0.7445  0.057
H: -4.1622 0.4222 -1.7372  0.036
H: -1.4253 4.2963 0.4391  0.030
H: -2.7108 5.4250 0.8024  0.082
H: -1.5475 5.8108 -0.4753  0.070
H: -2.9653 6.0889 -2.2903  0.107

***

# C3H7ClS

A 2-piece molecular cluster, C3H7ClS overall (wB97M-V/def2-TZVPD, the Open Molecules 2025 dataset).

Summary:
Net charge = 0
Orbital gap = 0.34897 Eh
LUMO = 0.75 eV
E_tot = -976.8290 Ha
Structure (SMILES) = C=C(C)S.Cl
Energy above the lowest of the compared OMol25 structures with the same formula, charge and spin = 28.3 kcal/mol

Each line ends with the Löwdin charge.
Cartesian coordinates (Å):
C: -1.1006 -0.3920 -0.5349  -0.116
C: -0.2694 0.3958 1.6927  -0.031
C: -0.3406 0.6430 0.3960  -0.710
S: 0.5183 1.8831 -0.5470  0.809
Cl: 2.7597 -1.5489 -2.3209  0.288
H: -0.5913 -1.3869 -0.4571  0.075
H: -1.1562 -0.1158 -1.5643  0.047
H: -2.0140 -0.5678 0.0177  0.065
H: 0.1946 0.9730 2.3814  0.021
H: 1.7520 -1.6826 -1.5553  -0.288
H: -0.6658 -0.5267 1.9552  0.046
H: 0.9132 2.3259 0.5364  -0.206